(1)
Molecular formula: C8H8N2O
Method: DFT, ωB97M-V with the def2-TZVPD basis set

SMILES = O=NN1CCc2ccccc21
calculated total energy = -494.2147 Eh
energy above the lowest of the compared OMol25 structures with the same formula, charge and spin = 575.18 kJ/mol
Kohn-Sham gap = 9.135 eV
2S+1 = 1
lowest unoccupied orbital energy = 0.00797 hartree
HOMO = -8.92 eV

Geometry as XYZ:
```
19
C8H8N2O | OMol25 | ωB97M-V with the def2-TZVPD basis set
C -1.990 -0.821 0.468
C -0.943 -0.342 1.580
C 0.476 -0.233 0.817
C 1.649 0.401 1.245
C 2.512 0.952 0.174
C 2.150 0.783 -1.064
C 0.925 0.230 -1.566
C 0.087 -0.172 -0.583
H -2.848 0.009 0.481
H -2.498 -1.807 0.529
H -1.300 0.881 1.759
H -0.794 -0.661 2.807
H 1.727 0.582 2.376
H 3.551 1.406 0.366
H 2.656 1.374 -1.925
H 0.469 0.350 -2.645
N -1.747 -0.815 -1.964
N -1.215 -0.712 -0.818
O -2.866 -1.404 -2.037
```


(2)
Molecular formula: C4H6InO3
Method: DFT, ωB97M-V with the def2-TZVPD basis set

calculated total energy = -570.3912 Eh
energy above the lowest of the compared OMol25 structures with the same formula, charge and spin = 60.97 kJ/mol
net charge = +3
Kohn-Sham gap = 2.474 eV
2S+1 = 1
lowest unoccupied orbital energy = -0.72823 hartree
HOMO = -22.29 eV

Geometry as XYZ:
```
14
C4H6InO3 | OMol25 | ωB97M-V with the def2-TZVPD basis set
In -3.391 -4.087 -1.740
C 0.519 1.070 1.694
C -0.096 0.681 0.230
C 0.878 0.457 -0.819
O 0.561 -0.700 -1.440
C -0.534 -1.311 -0.823
O -1.005 -2.310 -1.154
O -0.872 -0.463 0.207
H 0.904 2.097 1.708
H 1.348 0.384 1.922
H -0.336 1.006 2.386
H -0.845 1.555 0.022
H 1.987 0.358 -0.509
H 0.882 1.261 -1.682
```


(3)
Molecular formula: CH8NO3
Method: DFT, ωB97M-V with the def2-TZVPD basis set

calculated total energy = -323.3908 Eh
energy above the lowest of the compared OMol25 structures with the same formula, charge and spin = 54.12 kJ/mol
net charge = -1
Kohn-Sham gap = 8.265 eV
2S+1 = 1
lowest unoccupied orbital energy = 0.16324 hartree
HOMO = -3.82 eV

Geometry as XYZ:
```
13
CH8NO3 | OMol25 | ωB97M-V with the def2-TZVPD basis set
N 1.586 -1.382 -0.788
C 1.452 0.016 -0.154
O 0.293 0.282 0.477
H 0.913 -1.967 -0.280
H 1.114 -1.327 -1.689
H 2.243 0.041 0.601
H 1.546 0.605 -1.085
H -1.386 -0.664 0.796
H -1.774 -0.130 2.049
O -2.173 -0.678 1.382
H -0.833 1.379 0.171
H -1.452 1.850 -1.215
O -1.527 1.977 -0.266
```